Record 1
Below is a structure of composition C41H37CrF5P2 at a distorted geometry, with properties calculated with ωB97M-V/def2-TZVPD.

```
86
Properties=species:S:1:pos:R:3:forces:R:3
H 2.080 -1.545 0.497 0.6 -0.3 0.0
H 5.748 -2.304 2.003 0.1 0.6 0.8
H -5.399 -0.398 -1.747 -0.2 0.0 0.2
F 4.792 2.804 4.460 -0.3 -0.2 -0.7
C 4.978 3.810 0.986 -0.8 0.2 -0.1
C -2.478 -0.169 4.285 0.1 -0.3 0.2
H 2.111 -1.537 2.897 0.4 0.0 -0.1
C -1.976 -2.421 3.568 0.1 0.2 0.2
H 1.975 -0.085 -5.201 -0.1 0.1 0.3
H 3.989 -2.595 -0.862 0.2 0.2 0.7
C 0.231 0.082 -3.923 0.5 0.1 0.0
H -3.280 -2.697 -0.275 0.4 0.1 -0.2
P -3.360 -0.241 0.311 -1.7 -0.5 1.0
C -2.322 -2.084 2.257 0.0 0.2 0.5
H 5.824 1.024 -0.035 0.1 0.3 -0.4
C 4.441 2.985 3.165 -0.7 -0.2 -0.3
Cr 0.611 2.473 0.574 1.2 1.2 1.4
C -3.069 -1.260 -4.583 -0.3 0.3 -0.4
C -7.898 -1.437 0.321 0.2 -0.1 0.2
H 6.186 -1.394 3.480 0.0 -0.1 -0.6
H -0.469 -0.062 -4.741 0.1 0.0 0.2
H -8.939 -1.744 0.291 0.1 0.0 0.0
C -2.045 -1.470 4.592 -0.2 0.2 -0.3
C 4.759 -0.739 -0.296 0.7 0.9 0.2
H -2.526 0.584 5.073 0.0 -0.2 -0.2
H -3.189 1.163 2.753 0.0 0.0 0.0
C 0.638 0.449 -1.555 0.0 0.1 -0.4
C -5.228 -0.667 0.398 0.7 0.0 0.0
C -2.923 -1.722 -0.624 0.5 0.2 -1.6
C 4.168 -1.226 3.000 -0.9 -0.2 0.8
H -4.937 -0.303 -7.281 0.3 0.1 0.4
H -7.797 -1.076 -1.818 0.1 0.0 0.3
H 0.770 4.151 2.831 -0.1 -0.2 -0.7
H -1.764 -2.316 -2.343 -0.3 0.1 0.0
H 4.977 -2.693 0.627 -0.6 0.4 -0.8
F 5.831 4.412 0.133 -0.2 -0.2 0.2
C -7.260 -1.063 -0.868 0.1 0.0 0.3
C 5.530 0.095 0.414 -0.6 -0.6 -0.9
H -3.172 2.112 -4.171 0.0 0.1 0.0
H 0.251 0.484 -0.516 0.1 -0.2 -0.4
C 5.371 3.548 2.295 -0.1 -0.5 -0.4
H -0.371 4.953 1.703 -0.4 -0.2 -0.1
C -7.211 -1.449 1.543 0.3 0.3 -0.4
C -2.234 -1.511 -1.776 -0.3 -0.3 1.7
H 2.731 0.609 -1.018 -0.3 0.1 -0.2
H -5.323 -1.043 2.538 -0.2 -0.1 -0.4
C -4.073 1.045 -5.809 0.1 -0.6 0.0
P -2.067 0.227 -2.286 0.2 -0.2 -1.4
F 2.314 2.021 3.533 0.3 0.0 0.1
C -5.865 -1.055 1.586 -0.2 0.1 -0.4
C 4.230 -2.066 0.093 -1.1 -2.0 -0.2
H -1.777 -1.735 5.625 -0.1 0.1 -0.6
F 3.254 4.003 -0.606 0.3 -0.2 -0.3
C -3.805 -1.365 -5.775 0.1 0.1 0.2
H 2.509 -3.200 0.938 0.6 1.0 0.2
H 6.340 0.698 2.310 -0.4 -0.1 -0.2
C -3.356 1.142 -4.615 -0.1 -0.5 -0.3
C 1.603 0.096 -4.191 0.2 0.3 0.8
H -4.428 1.940 -6.311 0.0 -0.1 0.1
C 0.418 4.208 1.782 0.6 0.0 -1.1
H 4.014 -0.889 4.069 0.2 -0.2 -1.4
H -7.705 -1.752 2.469 0.0 0.1 -0.4
C 5.595 -1.352 2.545 0.8 0.1 0.3
H -2.216 -2.829 1.480 -0.1 0.0 0.1
H 1.275 4.530 1.109 -1.0 0.5 1.1
C 3.165 2.609 2.658 0.3 0.4 0.2
H 4.607 -0.478 -1.336 -0.4 0.3 0.1
H 7.229 -0.488 1.460 0.0 0.0 -0.1
C -2.794 -0.801 1.961 0.0 0.1 0.4
C 3.066 -1.629 2.356 -0.3 0.3 0.6
C 2.904 -2.137 0.958 0.3 -0.2 -0.7
C 2.489 0.349 -3.132 -0.2 -0.2 -0.3
C -4.332 -0.217 -6.370 0.1 0.2 0.0
C 3.655 3.526 0.601 0.1 0.1 0.2
C 1.999 0.496 -1.823 0.8 0.0 0.0
C 6.196 -0.194 1.681 0.2 -0.6 1.9
H -3.966 -2.352 -6.233 0.1 0.5 0.3
C -5.923 -0.676 -0.831 0.1 0.0 0.6
H 3.572 0.403 -3.334 -0.7 -0.1 0.3
C -2.863 -0.008 -3.977 0.3 0.0 0.1
C 2.693 2.883 1.371 1.1 -1.0 0.0
F 6.649 3.748 2.662 -0.5 0.1 0.1
H -1.645 -3.436 3.802 -0.1 0.3 -0.1
H -2.682 -2.175 -4.140 -0.1 0.2 -0.1
C -2.852 0.159 2.985 0.2 -0.5 0.1
C -0.248 0.262 -2.624 -0.6 -0.2 -0.5
```
Positions in Å, forces in eV/Å.

Output
energy above the lowest of the compared OMol25 structures with the same formula, charge and spin = 28.0 kcal/mol
gap between HOMO and LUMO (spin up / spin down) = 7.5303 / 7.6010 eV
spin multiplicity = 5
HOMO (spin up / spin down) = -8.1 / -8.1 eV
M = 738.68 g mol⁻¹
lowest unoccupied orbital energy (spin up / spin down) = -0.5617 / -0.4906 eV

Record 2
Below is a cluster of 8 separate species, C35H46N4O24 in total at a distorted geometry, with properties calculated with ωB97M-V/def2-TZVPD.

```
109
Properties=species:S:1:pos:R:3:forces:R:3
C 2.451 0.294 2.880 2.3 0.1 -0.1
H 4.692 -0.009 -1.236 -0.1 1.2 -1.0
O -6.069 4.559 -2.009 -1.5 1.0 2.4
H 5.503 1.414 -1.580 -1.2 -1.0 -0.6
H 2.537 0.087 -0.388 -0.8 1.3 -1.8
N -4.431 0.744 -1.553 2.8 -0.6 -2.9
O -7.272 0.213 6.990 1.1 0.9 2.1
H -1.667 -2.318 -4.721 1.8 1.5 1.2
H -5.387 0.297 10.802 0.0 -0.1 -0.3
H 8.490 -1.362 1.379 -0.3 0.0 0.0
C 3.809 -2.724 -1.409 -6.5 5.0 -5.4
H -4.745 0.330 0.555 1.8 0.4 -1.3
H -3.325 1.537 0.216 -1.0 -2.0 -1.0
H -3.399 2.721 -1.675 -1.9 -1.1 -1.0
O 1.214 -3.099 -4.704 -3.3 6.1 4.8
C -0.231 0.747 -2.863 -0.7 4.3 1.0
H 10.329 -5.170 -2.713 -0.1 0.0 0.2
H -3.109 -0.363 -0.123 -1.6 2.0 -0.1
O -0.504 2.053 -2.644 1.5 -8.4 -1.4
C 9.688 -3.492 -0.157 -0.3 0.2 2.1
H -4.804 -0.970 4.911 -0.1 0.1 -0.1
C -4.404 2.184 -2.014 -0.4 1.3 0.8
O 10.029 -2.474 -1.000 -0.4 -0.6 0.9
H 0.069 1.149 4.041 0.0 -0.1 -0.1
H -4.598 2.317 -3.168 0.4 -0.5 2.4
H -5.300 1.217 5.741 0.1 0.1 -0.3
O -5.994 -0.102 8.861 -0.7 0.3 -0.8
H 6.041 -1.401 3.204 0.0 0.1 0.0
C 6.968 -0.933 2.855 0.0 -0.6 1.0
C -5.481 0.791 9.831 0.9 -0.1 0.8
C 9.752 -4.397 -2.198 -0.2 -0.7 -1.0
N 3.796 2.942 -1.343 -0.6 -1.2 0.3
H -3.279 -0.529 -4.753 0.8 1.5 2.2
O -7.539 5.802 -0.772 0.8 -0.6 -0.3
C 0.738 -4.749 -9.525 1.2 -0.6 -2.1
O 6.741 -0.626 0.605 -0.6 1.1 0.2
C 3.466 1.599 -1.966 -0.2 -0.1 -0.1
H 3.204 2.874 -3.566 -0.1 -1.3 -0.1
H -0.309 -0.592 4.044 0.3 0.1 0.0
H 8.746 -4.356 -2.630 0.1 0.0 0.0
H -7.305 1.703 10.553 0.1 0.0 -0.1
C -3.563 0.818 3.176 1.5 0.3 -1.1
O 3.668 0.365 2.880 -2.6 -0.3 0.0
H -4.492 1.133 9.509 -0.1 0.0 0.0
C 10.435 -3.068 -2.218 0.6 0.5 -1.0
C -3.851 0.554 -0.169 -0.3 -0.4 1.1
H -8.309 6.587 0.984 0.1 -0.1 -0.3
C -5.205 1.140 4.655 -0.8 0.5 0.8
O -6.390 4.134 0.215 -0.1 0.3 -0.9
H 11.527 -3.159 -2.221 -0.1 0.0 0.0
H -6.040 2.864 10.080 -0.2 -0.1 -0.2
C -3.859 -0.216 -2.571 -2.1 -5.4 1.7
C -7.034 4.861 1.245 0.1 -0.1 1.1
C 2.182 0.836 -1.214 -0.8 0.6 -0.5
O -4.400 -0.251 3.035 0.9 0.9 -0.2
H 7.735 -1.046 3.626 -0.1 0.2 -0.1
H 3.737 1.332 -3.997 -0.9 0.8 0.7
H 3.001 3.616 -1.389 0.8 -1.0 0.3
H -5.283 2.761 -1.463 2.2 -1.6 -1.3
C 0.349 0.175 3.626 -1.0 0.1 0.6
C 0.350 0.170 2.131 -1.1 0.0 -0.8
O 9.453 -3.353 1.032 0.7 -0.5 -2.6
H -0.093 -5.375 -6.579 0.2 0.0 -0.2
C 7.410 -1.462 1.530 0.7 -0.8 -0.1
H -2.980 1.262 -4.227 0.2 -2.1 1.1
C 2.949 -1.972 -2.266 3.6 -5.1 6.1
H -6.239 -0.610 3.920 0.3 0.0 -0.1
H -5.982 1.753 4.185 0.1 -0.1 0.0
O -4.201 -1.526 -2.434 2.4 7.7 -0.8
O -0.182 -3.757 -9.348 0.7 -0.5 -0.3
N 4.740 0.775 -1.938 -0.6 0.7 1.4
H 4.130 2.787 -0.358 -0.6 0.3 -1.3
C 0.322 -4.698 -7.331 0.2 0.0 1.2
O 1.662 0.590 1.806 1.0 -0.1 1.0
H 1.055 -4.040 -6.851 -0.2 -0.1 -0.1
H 1.585 1.717 -0.682 1.0 -2.1 -1.3
H -0.392 0.856 1.713 0.3 -0.1 0.0
N 3.024 1.850 -3.421 1.7 0.4 1.1
C 0.684 -2.103 -3.961 1.4 -2.9 -2.7
O 6.718 0.435 2.592 -0.1 0.4 -1.2
C 1.550 -1.263 -2.848 0.7 1.6 1.4
C -0.738 -3.937 -8.058 -0.9 0.4 0.4
H 10.128 -2.455 -3.070 0.0 0.0 0.3
O 6.042 1.549 0.712 0.9 -2.0 1.1
O -3.938 1.604 4.227 0.7 -0.5 -0.9
H 7.126 -2.508 1.383 0.1 0.3 -0.1
C -2.906 0.157 -3.850 0.5 -0.3 -1.0
C -6.618 4.810 -0.949 1.0 -0.3 -2.3
O -7.008 1.882 8.533 0.1 -0.9 -0.7
H -0.953 -2.972 -7.591 0.1 -0.1 -0.2
H -7.450 4.184 1.996 0.2 0.0 -0.2
H -6.302 5.519 1.724 -0.1 -0.1 -0.1
C -6.800 0.628 8.036 -0.9 -0.8 -1.8
C 1.186 0.079 -2.312 0.7 -2.9 -1.2
C -6.489 1.894 9.849 -0.1 0.8 0.9
C -0.898 -1.625 -4.171 0.6 4.0 2.1
H 4.421 -3.373 -0.617 -1.5 2.0 -2.5
C -8.094 5.622 0.517 -0.9 0.5 0.4
O 0.966 -5.425 -8.360 -0.1 0.2 -1.2
H 0.185 -0.830 1.716 0.0 0.1 0.0
C -5.231 -0.276 4.180 -0.8 -0.9 0.5
C -1.307 -0.264 -3.640 0.6 -3.4 -1.0
O 9.645 -4.686 -0.817 0.0 0.8 0.8
O -2.604 1.041 2.456 -1.8 -0.5 1.7
H -9.027 5.056 0.424 0.1 0.0 0.0
C 6.463 0.542 1.256 -0.8 1.7 -0.6
O 1.287 -5.000 -10.585 -1.2 0.6 2.3
H -1.670 -4.503 -8.151 0.1 0.0 0.0
O 1.700 -0.091 3.953 0.9 0.1 -0.7
```
Positions in Å, forces in eV/Å.

Output
energy above the lowest of the compared OMol25 structures with the same formula, charge and spin = 263.8 kcal/mol
gap between HOMO and LUMO = 6.7480 eV
SMILES = C#CC1=C(CC(N)(N)N)C(=O)C(CC(=O)N(C)C)=CC1=O.O=C1OCCO1.O=C1OCCO1.O=C1OCCO1.O=C1OCCO1.O=C1OCCO1.O=C1OCCO1.O=C1OCCO1
HOMO = -8.6 eV
M = 906.76 g mol⁻¹
lowest unoccupied orbital energy = -1.8023 eV

Record 3
Below is a cluster of 2 separate species, C4H13NOS in total at a distorted geometry, with properties calculated with ωB97M-V/def2-TZVPD.

```
20
Properties=species:S:1:pos:R:3:forces:R:3
H 0.041 0.626 2.053 0.1 0.1 0.0
C -0.808 0.019 -0.536 -1.6 -2.9 1.6
H 0.332 1.595 -1.824 0.0 -2.1 0.4
C -1.789 -0.280 -1.672 -0.6 -1.3 -0.8
C 0.040 1.287 -0.765 -0.4 1.5 -1.7
H 0.683 -1.647 2.342 0.5 0.0 0.2
H 1.946 -1.452 3.223 1.1 0.7 -0.2
O 1.097 -1.846 3.198 -1.6 -0.7 -0.1
H 0.915 -1.024 -0.947 -0.8 -1.1 0.5
N 0.106 -1.191 -0.320 1.8 2.7 -0.8
H -2.610 -0.997 -1.487 0.6 -0.2 0.9
H -1.276 -0.810 -2.524 -0.2 1.1 0.5
H -0.248 -2.122 -0.319 -0.6 -0.2 -0.5
H 1.831 0.343 0.192 -0.4 -1.6 0.2
H 2.073 1.797 -0.290 -0.5 1.2 0.5
H -0.473 2.336 -0.729 0.2 -2.1 1.3
H -2.436 0.528 -1.988 0.6 0.9 -0.4
S 0.681 1.769 1.758 0.8 0.0 0.5
C 1.242 1.216 0.122 0.6 2.2 0.1
H -1.346 -0.146 0.516 0.5 1.8 -2.2
```
Positions in Å, forces in eV/Å.

Output
energy above the lowest of the compared OMol25 structures with the same formula, charge and spin = 48.9 kcal/mol
gap between HOMO and LUMO = 9.7644 eV
SMILES = C[C@@H](N)CCS.O
HOMO = -8.9 eV
M = 123.22 g mol⁻¹
lowest unoccupied orbital energy = 0.8202 eV

- Which of these has the lowest energy above the lowest of the compared OMol25 structures with the same formula, charge and spin?
  C41H37CrF5P2

- Which value of energy above the lowest of the compared OMol25 structures with the same formula, charge and spin does entry 2 give?
  263.8 kcal/mol

- Which of these has the highest M?
  C35H46N4O24

- Which of these has the lowest energy above the lowest of the compared OMol25 structures with the same formula, charge and spin?
  C41H37CrF5P2